C18H38BrCl3FMgN6NaO11S | ωB97M-V/def2-TZVPD

As for the LUMO energy: -4.59 eV. As for the multiplicity: 1. For the HOMO energy, the calculation gives -6.082 eV.

Each line ends with the Löwdin charge.
Element x y z (Å)
C -4.984 -2.078 -0.505  -0.174
C -4.657 -0.548 -1.063  -0.262
C -3.024 -0.247 -0.986  -0.171
C -2.628 0.847 0.169  -0.154
C -1.447 0.364 1.205  -0.208
N -0.062 0.290 0.594  0.072
C 0.168 -1.047 -0.124  -0.159
N -0.183 -2.347 0.572  0.047
N 0.667 -1.091 -1.428  0.075
C 0.893 -2.410 -2.137  -0.093
C 0.776 -1.997 -3.859  -0.200
C 2.036 -0.941 -4.416  0.021
O 1.927 -2.545 -4.763  -0.180
H -4.055 -2.811 -0.605  0.071
H -5.235 -1.996 0.646  0.055
H -5.888 -2.579 -1.077  0.030
H -5.242 0.266 -0.454  0.131
H -4.966 -0.549 -2.215  -0.078
H -2.688 0.219 -2.024  0.130
H -2.507 -1.296 -0.874  0.079
H -2.300 1.869 -0.305  0.090
H -3.601 1.027 0.814  0.106
H -1.388 1.206 2.047  0.130
H -1.783 -0.618 1.768  0.110
H -0.004 0.998 -0.179  0.133
H 0.295 -3.177 0.164  0.038
H -1.220 -2.462 0.618  0.062
H 0.859 -0.178 -1.939  0.137
H 0.010 -3.157 -1.923  0.118
H 1.955 -2.880 -1.984  0.153
H -0.372 -1.837 -4.341  0.155
H 1.350 -0.263 -5.078  0.122
H 2.445 -0.713 -3.343  0.076
C 0.645 -0.739 4.608  -1.510
Cl -0.914 -0.825 5.447  0.472
Cl 1.596 0.632 5.202  0.537
Cl 1.543 -2.253 4.809  0.273
H 0.454 -0.591 3.542  -0.003
F -5.672 0.556 -3.108  -0.594
O -2.940 3.829 -0.554  -0.292
H -2.307 3.973 0.125  -0.112
C -2.549 -5.357 2.021  -0.745
O -2.879 -5.033 0.891  0.054
N -2.273 -4.459 2.984  0.126
N -2.432 -6.641 2.405  0.195
H -2.000 -4.706 3.920  0.131
H -2.349 -3.481 2.737  0.113
H -2.631 -7.349 1.710  0.134
H -2.161 -6.928 3.330  0.119
C -5.485 0.120 3.983  -0.153
C -6.185 1.412 4.257  -0.134
O -5.127 2.350 4.313  0.081
C -4.091 1.822 3.597  -0.502
O -3.081 2.435 3.294  0.149
O -4.333 0.520 3.265  0.021
H -6.094 -0.566 3.388  0.125
H -5.170 -0.388 4.901  0.130
H -6.869 1.696 3.451  0.143
H -6.737 1.394 5.201  0.140
Mg -5.580 -1.665 -3.582  0.914
Br 1.712 -3.516 2.767  -0.209
N 3.486 1.543 -1.993  -0.594
O 2.247 1.553 -2.085  -0.102
O 4.086 2.547 -1.576  -0.070
O 4.124 0.528 -2.318  -0.050
C 7.945 5.578 -2.250  -0.234
C 9.129 4.635 -2.043  -0.232
C 8.570 3.219 -1.910  -0.233
S 7.042 3.197 -2.835  0.696
O 5.947 2.991 -1.911  -0.322
O 7.216 2.387 -4.024  -0.330
C 7.069 4.916 -3.303  -0.237
H 8.269 6.574 -2.565  0.112
H 7.388 5.684 -1.311  0.121
H 9.795 4.689 -2.913  0.115
H 9.717 4.912 -1.162  0.111
H 9.256 2.476 -2.324  0.100
H 8.340 2.976 -0.869  0.106
H 6.053 5.313 -3.329  0.112
H 7.526 4.985 -4.295  0.105
Na -4.445 -4.263 3.140  0.760

***

C15H8N3O5Tm | ωB97M-V/def2-TZVPD

As for the LUMO energy (alpha / beta): -10.06 / -10.08 eV. As for the multiplicity: 3. The charge is +2. For the HOMO energy (alpha / beta), the calculation gives -14.523 / -14.521 eV.

Each line ends with the Löwdin charge.
Element x y z (Å)
O -2.031 -5.025 -0.601  0.043
C -1.589 -3.986 -0.746  -0.010
Tm -1.069 0.946 0.128  1.482
O 2.249 -1.347 0.666  0.164
C 1.316 -0.685 0.492  0.005
C 1.271 2.082 -0.383  0.000
O 2.313 2.520 -0.584  0.214
C 0.354 0.950 -2.841  -0.093
O -0.245 1.325 -3.818  0.279
C 0.817 -0.092 -2.109  -0.335
O 1.640 -0.911 -2.375  0.195
H -2.547 1.808 0.796  -0.107
N 0.700 1.990 10.896  0.195
C 0.326 1.856 9.776  -0.140
C -0.129 1.698 8.419  -0.206
C -1.476 1.916 8.099  0.020
C -1.910 1.782 6.780  0.021
C -0.984 1.445 5.788  -0.179
C 0.354 1.203 6.099  0.006
C 0.783 1.333 7.420  0.013
N -1.389 1.369 4.434  0.027
C -2.696 1.527 3.964  0.033
C -2.651 1.411 2.620  -0.183
N -1.326 1.089 2.252  -0.211
C -0.594 1.138 3.371  -0.080
H -2.179 2.194 8.885  0.141
H -2.955 1.953 6.534  0.113
H 1.063 0.916 5.326  0.106
H 1.827 1.155 7.678  0.138
H -3.543 1.698 4.609  0.140
H -3.512 1.464 1.962  0.074
H 0.468 0.975 3.434  0.136

***

C6H8CoO6 | ωB97M-V/def2-TZVPD

As for the LUMO energy (alpha / beta): -4.84 / -7.38 eV. As for the multiplicity: 5. The charge is +1. For the HOMO energy (alpha / beta), the calculation gives -14.642 / -14.549 eV.

Each line ends with the Löwdin charge.
Element x y z (Å)
O 2.315 0.937 0.555  -0.151
C -0.001 -1.778 0.506  -0.388
C 2.784 0.018 -0.356  -0.237
O -0.446 -2.684 1.164  0.219
O 1.180 -1.849 -0.065  0.077
C 1.724 -0.873 -0.990  -0.095
H 3.546 -0.646 0.100  0.156
H 3.285 0.505 -1.220  0.147
H 2.167 -1.475 -1.792  0.154
H 0.905 -0.285 -1.428  0.124
H -2.280 2.690 -1.467  0.150
O -0.521 0.364 1.398  0.064
O -0.403 1.966 -0.924  -0.215
C -1.682 1.761 -1.390  -0.242
C -2.484 0.827 -0.495  -0.068
O -1.744 -0.418 -0.340  0.105
C -0.724 -0.423 0.466  -0.375
H -1.632 1.300 -2.397  0.150
H -3.425 0.529 -0.970  0.154
H -2.673 1.260 0.494  0.143
Co 0.663 1.797 0.581  1.128

***

C18H21N7O3Pd | ωB97M-V/def2-TZVPD

As for the LUMO energy: 4.93 eV. As for the multiplicity: 1. The charge is -2. For the HOMO energy, the calculation gives -0.438 eV.

Each line ends with the Löwdin charge.
Element x y z (Å)
Pd -0.357 0.840 -0.442  0.559
O 1.498 -1.249 4.380  -0.124
C 1.469 -0.041 4.788  -0.416
C 1.572 0.258 6.185  -0.064
C 1.567 1.542 6.672  -0.161
C 1.450 2.636 5.817  -0.157
C 1.335 2.386 4.460  -0.071
C 1.340 1.104 3.930  -0.085
C 1.203 1.013 2.439  -0.450
O 1.075 2.006 1.724  -0.031
N 1.251 -0.260 1.979  0.040
N 1.174 -0.554 0.629  0.003
C 1.239 -1.823 0.406  -0.103
C 1.298 -2.536 -0.850  -0.157
C 1.510 -3.916 -0.737  -0.105
C 1.620 -4.764 -1.820  -0.169
C 1.504 -4.194 -3.095  -0.163
C 1.287 -2.854 -3.259  -0.056
C 1.172 -1.930 -2.157  -0.427
O 0.974 -0.708 -2.350  -0.100
H 1.343 -0.994 2.708  0.089
H 1.660 -0.597 6.847  0.086
H 1.651 1.700 7.747  0.078
H 1.445 3.651 6.196  0.068
H 1.231 3.196 3.749  0.101
H 1.294 -2.487 1.281  0.116
H 1.594 -4.324 0.269  0.092
H 1.789 -5.825 -1.686  0.066
H 1.587 -4.826 -3.977  0.078
H 1.192 -2.415 -4.248  0.089
C 0.171 2.150 -3.260  -0.124
N -1.276 1.978 -3.230  -0.217
C -1.942 3.148 -3.774  -0.133
C -1.845 1.626 -1.940  -0.548
N -1.700 2.285 -0.810  -0.021
N -2.914 0.701 -2.163  0.078
C -3.222 -0.319 -1.270  -0.566
N -3.918 -1.363 -1.937  0.082
N -2.786 -0.338 -0.078  0.107
H 0.493 2.188 -4.308  0.074
H 0.647 1.307 -2.756  0.032
H 0.486 3.088 -2.772  0.072
H -1.639 3.290 -4.815  0.068
H -1.697 4.071 -3.220  0.074
H -3.025 3.011 -3.744  0.072
H -1.052 3.065 -0.948  0.034
H -2.823 0.330 -3.100  0.119
H -4.643 -0.994 -2.539  0.065
H -4.317 -2.022 -1.284  0.067
H -2.963 -1.240 0.362  0.038

***

C48H54F3N4O2SSbSn | ωB97M-V/def2-TZVPD

As for the LUMO energy (alpha / beta): -7.18 / -7.86 eV. As for the multiplicity: 1. The charge is +2. For the HOMO energy (alpha / beta), the calculation gives -12.875 / -12.895 eV.

Each line ends with the Löwdin charge.
Element x y z (Å)
Sn 0.112 0.632 0.261  1.175
C -2.903 0.385 0.095  -0.089
C -2.424 1.704 -0.030  -0.131
C -1.967 1.842 -1.499  -0.157
C -2.215 0.632 -2.076  -0.030
C -2.834 -0.269 -1.133  -0.160
C -3.346 -1.648 -1.429  -0.546
C -4.711 -1.491 -2.132  -0.013
C -2.377 -2.371 -2.366  -0.042
C -3.517 -2.465 -0.145  -0.038
C -1.434 3.038 -2.275  -0.527
C -1.207 2.641 -3.740  -0.052
C -0.066 3.489 -1.723  -0.042
C -2.455 4.188 -2.297  -0.022
C -2.699 2.710 1.086  -0.519
C -4.152 3.192 0.857  -0.002
C -1.771 3.927 1.188  -0.038
C -2.633 2.023 2.461  -0.050
H -3.367 -0.026 0.978  0.107
H -2.044 0.392 -3.115  0.117
H -4.620 -0.911 -3.052  0.094
H -5.431 -0.993 -1.480  0.095
H -5.104 -2.478 -2.387  0.099
H -2.284 -1.875 -3.334  0.086
H -2.729 -3.390 -2.545  0.105
H -1.384 -2.425 -1.911  0.053
H -4.304 -2.054 0.492  0.089
H -2.587 -2.502 0.433  0.074
H -3.803 -3.489 -0.395  0.097
H -0.471 1.837 -3.838  0.076
H -0.823 3.505 -4.284  0.099
H -2.134 2.328 -4.224  0.100
H 0.672 2.691 -1.866  0.051
H -0.092 3.751 -0.667  0.056
H 0.290 4.362 -2.275  0.105
H -3.419 3.828 -2.666  0.103
H -2.108 4.963 -2.983  0.099
H -2.621 4.659 -1.335  0.056
H -4.261 3.700 -0.101  0.084
H -4.423 3.895 1.648  0.104
H -4.851 2.355 0.883  0.097
H -1.783 4.562 0.311  0.066
H -0.745 3.628 1.389  0.045
H -2.107 4.536 2.030  0.104
H -3.399 1.254 2.583  0.083
H -2.800 2.768 3.240  0.104
H -1.637 1.599 2.636  0.066
O 2.249 0.682 0.187  -0.399
N 2.915 1.466 0.974  0.074
N 2.162 2.132 1.733  -0.163
O 0.846 2.037 1.672  -0.257
C 2.747 3.065 2.688  -0.162
C 1.997 4.153 3.085  -0.003
C 2.567 5.048 3.979  -0.048
C 3.854 4.838 4.455  -0.050
C 4.583 3.732 4.036  -0.049
C 4.031 2.828 3.145  -0.009
H 0.997 4.302 2.704  0.105
H 2.002 5.914 4.298  0.117
H 4.289 5.535 5.160  0.118
H 5.585 3.566 4.409  0.118
H 4.583 1.959 2.814  0.118
F 7.306 1.258 -3.481  0.098
C 6.065 0.844 -3.224  -0.268
C 5.154 1.752 -2.721  0.016
C 3.866 1.313 -2.447  -0.116
C 3.518 -0.015 -2.686  -0.396
C 4.454 -0.908 -3.207  -0.106
C 5.743 -0.477 -3.476  0.021
Sb 1.596 -0.774 -2.303  1.595
C 2.008 -2.443 -1.083  -0.402
C 3.133 -2.374 -0.255  -0.130
C 3.384 -3.379 0.666  0.006
C 2.489 -4.427 0.754  -0.287
F 2.696 -5.371 1.685  0.079
C 1.380 -4.539 -0.062  -0.003
C 1.138 -3.532 -0.981  -0.135
C 1.115 -1.447 -4.232  -0.378
C 1.565 -0.647 -5.288  -0.116
C 1.315 -1.021 -6.599  0.018
C 0.608 -2.186 -6.828  -0.266
F 0.364 -2.549 -8.086  0.102
C 0.144 -2.994 -5.805  0.018
C 0.390 -2.612 -4.497  -0.113
H 5.456 2.777 -2.552  0.130
H 3.145 2.014 -2.047  0.088
H 4.190 -1.940 -3.409  0.116
H 6.494 -1.145 -3.878  0.133
H 3.814 -1.533 -0.319  0.103
H 4.252 -3.355 1.312  0.133
H 0.725 -5.396 0.033  0.130
H 0.259 -3.610 -1.608  0.073
H 2.130 0.258 -5.101  0.102
H 1.663 -0.430 -7.436  0.133
H -0.392 -3.903 -6.043  0.132
H 0.032 -3.246 -3.700  0.080
N -1.745 -1.273 3.428  0.172
C -0.611 -1.898 3.143  -0.742
S 0.374 -1.512 1.779  0.710
N -0.208 -2.928 3.875  0.076
C -0.739 -3.431 5.115  -0.223
C -1.244 -2.601 6.107  -0.041
C -1.698 -3.164 7.293  -0.057
C -1.635 -4.534 7.493  -0.056
C -1.105 -5.351 6.502  -0.050
C -0.655 -4.802 5.312  -0.016
H -2.015 -0.466 2.895  0.059
H -2.346 -1.591 4.172  0.118
H 0.575 -3.439 3.492  0.133
H -1.231 -1.524 6.010  0.114
H -2.084 -2.519 8.071  0.116
H -1.982 -4.963 8.423  0.117
H -1.041 -6.420 6.653  0.118
H -0.245 -5.438 4.535  0.122